Record 1
# C14H9N2O3

A gas-phase ion, C14H9N2O3 (charge -1) in a non-equilibrium geometry (the ωB97M-V functional and the def2-TZVPD basis, the OMol25 dataset).

Output
- Structure (SMILES): C[C@](C#N)(c1ccc(C#N)cc1)[C@H]1C=C([O-])OC1=O
- Charge: -1
- LUMO energy: 2.5369 eV
- Highest occupied orbital energy: -3.5 eV
- Multiplicity: 1
- Frontier orbital gap: 6.1 eV

Geometry (Å):
O: -2.27 -0.68 2.43
O: 0.01 -0.64 2.28
O: 2.17 0.02 2.26
N: 0.39 0.14 -1.25
N: -2.49 7.99 -0.91
C: 1.00 0.28 2.11
C: -1.03 1.30 1.71
C: 0.38 1.65 1.77
C: 0.93 2.11 0.42
C: -0.85 3.40 -0.88
C: -1.11 5.79 -0.59
C: 0.77 4.64 0.41
C: -1.88 7.00 -0.76
C: 0.27 3.41 -0.04
C: 0.58 1.01 -0.49
C: 0.07 5.82 0.16
C: -1.29 -0.03 2.17
C: 2.46 2.23 0.44
C: -1.55 4.59 -1.14
H: -2.44 4.57 -1.78
H: 0.60 2.37 2.57
H: 2.86 1.38 0.99
H: 1.69 4.69 0.98
H: -1.82 2.03 1.64
H: 2.76 3.16 0.92
H: -1.19 2.47 -1.34
H: 2.82 2.21 -0.59
H: 0.45 6.77 0.56


Record 2
# C15H10BCl5FeN6

A molecular structure, C15H10BCl5FeN6 (the ωB97M-V functional and the def2-TZVPD basis, the OMol25 dataset).

Output
- LUMO energy (alpha / beta): -0.5166 / -0.5218 eV
- Highest occupied orbital energy (alpha / beta): -9.1 / -9.1 eV
- Multiplicity: 1
- Frontier orbital gap (alpha / beta): 8.6 / 8.6 eV
- Energy above the lowest of the compared OMol25 structures with the same formula, charge and spin: 39.2 kcal per mole

Geometry (Å):
Fe: 0.16 0.00 -0.08
Cl: -0.46 0.00 -2.29
Cl: 4.13 -0.02 2.09
Cl: 5.22 0.01 -3.17
Cl: 2.22 0.01 -3.92
Cl: 6.14 -0.01 -0.24
N: 0.00 0.00 1.95
N: -2.35 1.26 0.70
N: -1.20 -1.45 0.04
N: -1.24 0.00 2.49
N: -2.35 -1.26 0.70
N: -1.20 1.45 0.04
C: 3.54 -0.01 0.46
C: 0.85 0.00 2.97
C: 1.85 0.00 -1.16
C: -1.27 -2.63 -0.57
C: -3.15 2.32 0.53
C: 2.19 0.00 0.09
C: -3.15 -2.32 0.54
C: -1.28 2.63 -0.57
C: -2.50 -3.23 -0.27
C: 4.03 0.00 -1.93
C: 2.68 0.01 -2.27
C: -1.16 0.00 3.82
C: -2.50 3.23 -0.28
C: 0.17 0.00 4.18
C: 4.45 0.00 -0.58
B: -2.48 0.00 1.58
H: -2.86 4.18 -0.61
H: -0.47 -2.97 -1.20
H: -4.12 2.35 1.00
H: -3.50 0.00 2.21
H: -2.86 -4.19 -0.61
H: -0.47 2.97 -1.20
H: -4.12 -2.35 1.01
H: -2.06 0.00 4.42
H: 0.59 0.00 5.17
H: 1.91 0.00 2.79


Record 3
# C15H10Cl3N4ORuS2

A molecular structure, C15H10Cl3N4ORuS2 in a non-equilibrium geometry (the ωB97M-V functional and the def2-TZVPD basis, the OMol25 dataset).

Output
- ⟨S²⟩: 0.797
- LUMO energy (alpha / beta): -2.8366 / -2.2213 eV
- Highest occupied orbital energy (alpha / beta): -8.5 / -8.5 eV
- Multiplicity: 2
- Frontier orbital gap (alpha / beta): 5.7 / 6.3 eV
- Energy above the lowest of the compared OMol25 structures with the same formula, charge and spin: 50.2 kcal per mole

Geometry (Å):
Ru: 0.14 -0.25 -1.33
Cl: -0.12 -4.25 4.77
Cl: -3.54 -1.15 2.01
Cl: 1.49 -1.93 0.22
S: -0.10 -2.23 -3.09
S: -0.73 0.58 -3.44
O: -1.28 -0.74 0.28
N: -2.91 -3.73 -5.33
N: 1.18 1.33 0.04
N: 0.74 1.66 1.27
N: -3.35 0.42 -6.11
C: -0.47 -3.25 3.43
C: -2.76 -0.37 -5.51
C: 0.26 -2.18 1.42
C: 2.61 2.22 -1.71
C: -1.10 -1.06 -3.88
C: -1.01 -1.55 1.23
C: -2.49 -2.69 -5.09
C: 2.07 3.28 0.63
C: 1.26 2.84 1.66
C: 0.53 -3.00 2.49
C: -1.73 -2.69 3.29
C: 1.98 2.30 -0.37
C: -1.99 -1.86 2.22
C: 0.92 3.43 2.98
C: -2.07 -1.37 -4.81
H: 1.50 -3.45 2.60
H: -2.51 -2.91 4.01
H: 1.17 2.74 3.78
H: -0.15 3.63 3.04
H: 0.08 1.08 1.76
H: 3.30 3.04 -1.87
H: 1.83 2.27 -2.48
H: 1.46 4.36 3.13
H: 3.13 1.27 -1.82
H: 2.64 4.18 0.60


Record 4
# C15H10INO4

2 unconnected molecules or ions with the total composition C15H10INO4 in a non-equilibrium geometry (the ωB97M-V functional and the def2-TZVPD basis, the OMol25 dataset).

Output
- Structure (SMILES): O=C1c2ccccc2C(=O)c2ccccc21.O=C(O)NI
- LUMO energy: -1.1006 eV
- Highest occupied orbital energy: -9.6 eV
- Multiplicity: 1
- Frontier orbital gap: 8.5 eV
- Energy above the lowest of the compared OMol25 structures with the same formula, charge and spin: 0.0 kcal per mole

Geometry (Å):
I: -0.56 -1.05 4.81
O: -0.01 0.56 -3.90
O: -1.03 0.73 1.34
O: 2.22 -3.38 5.46
O: 3.12 -2.02 3.69
N: 0.53 -2.50 3.83
C: 0.83 -1.16 0.46
C: 0.18 -0.28 -0.41
C: -1.40 1.68 -0.78
C: -2.55 3.57 -2.49
C: 1.30 -1.31 -2.29
C: -2.28 2.65 -0.27
C: -2.85 3.59 -1.12
C: 0.42 -0.34 -1.78
C: 1.94 -2.64 4.37
C: 1.72 -2.11 -0.04
C: -0.22 0.61 -2.70
C: 1.95 -2.19 -1.42
C: -1.69 2.60 -3.00
C: -1.12 1.65 -2.14
C: -0.77 0.71 0.14
H: -2.99 4.31 -3.15
H: 1.49 -1.38 -3.36
H: 0.65 -1.11 1.54
H: 0.07 -3.42 3.96
H: 3.70 -1.60 4.41
H: -3.53 4.34 -0.72
H: -2.51 2.67 0.79
H: 2.23 -2.79 0.63
H: -1.47 2.59 -4.06
H: 2.63 -2.94 -1.81